Entry from the Open Molecules 2025 dataset: a 8-piece molecular cluster, C34H64F3IN9O12P2S overall at a distorted geometry (wB97M-V/def2-TZVPD).

Output
ΔE to the lowest compared entry with this formula, charge and spin	0.000	eV
LUMO energy	-4.41	eV
energy	-119937.647	eV
2S+1	1
HOMO	-10.888	eV
total charge	+1
strongest force on any atom	3.0	eV/Å

XYZ file:
```
126
Properties=species:S:1:pos:R:3:mulliken_charge:R:1
C 5.28 3.65 0.98 -1.84
C 4.59 3.03 -0.24 0.12
C 3.52 1.94 0.05 -0.80
I 3.01 1.80 2.19 0.14
C 2.26 2.00 -0.92 1.25
C 1.57 3.37 -1.23 -0.53
C 1.74 4.52 -0.21 -0.99
O 0.60 5.40 -0.39 -0.34
C 0.71 6.17 -1.56 -0.43
C -0.39 5.89 -2.59 0.68
F 0.03 5.10 -3.60 -0.28
F -0.74 7.07 -3.16 -0.34
F -1.51 5.39 -2.05 -0.12
S 0.95 1.13 0.11 -0.18
C 1.49 -0.37 -0.47 1.12
C 1.16 -1.53 0.48 -1.16
O 2.26 -1.86 1.33 -0.36
N 3.39 -2.15 0.53 0.43
O 4.27 -1.43 0.74 -0.29
N 2.11 -0.35 -1.65 1.28
P 2.67 -1.81 -2.41 0.20
O 1.84 -2.99 -2.09 -0.75
C 2.22 1.03 -2.15 -0.57
C 1.14 1.28 -3.26 -0.95
C -0.26 0.82 -2.90 -1.20
C -0.63 -0.52 -2.88 0.28
C -1.91 -0.87 -2.57 -1.36
C -2.88 0.07 -2.27 -0.69
C -2.55 1.42 -2.27 0.38
C -3.50 2.52 -1.92 -1.55
C -1.25 1.74 -2.61 0.58
P 3.89 1.50 -3.02 0.13
C 4.19 0.40 -4.47 -1.12
O 3.70 3.00 -3.69 -0.44
H 6.11 4.30 0.65 0.46
H 5.76 2.88 1.59 0.42
H 4.62 4.29 1.57 0.38
H 5.39 2.56 -0.82 0.44
H 4.20 3.83 -0.88 0.25
H 3.99 0.97 -0.15 0.49
H 1.83 3.78 -2.22 0.26
H 0.49 3.17 -1.27 -0.15
H 2.64 5.12 -0.41 0.36
H 1.71 4.22 0.85 0.12
H 1.69 6.10 -2.07 0.25
H 0.60 7.22 -1.27 0.46
H 0.74 -2.41 -0.01 0.28
H 0.39 -1.16 1.16 0.65
H 3.99 -2.08 -1.96 0.10
H 2.63 -1.60 -3.80 0.24
H 1.44 0.66 -4.12 0.68
H 1.16 2.31 -3.63 0.72
H 0.10 -1.29 -3.13 0.32
H -2.25 -1.90 -2.57 0.47
H -3.90 -0.20 -2.04 0.49
H -3.68 3.22 -2.75 0.43
H -4.44 2.15 -1.50 0.32
H -3.03 3.11 -1.13 0.30
H -0.98 2.80 -2.63 0.26
H 3.36 0.32 -5.19 0.40
H 4.55 -0.59 -4.15 0.38
H 5.03 0.86 -5.01 0.41
H 3.18 2.94 -4.51 0.34
O -4.03 0.81 0.95 -0.65
C -4.57 -0.20 1.37 0.74
N -4.09 -1.44 1.08 -0.14
C -5.80 -0.16 2.24 -0.94
H -4.51 -2.30 1.40 0.23
H -3.27 -1.48 0.50 0.10
H -6.60 0.34 1.70 0.26
H -5.58 0.39 3.15 0.27
H -6.14 -1.16 2.51 0.27
O -5.80 -3.51 2.23 -0.77
C -6.10 -4.67 1.99 0.64
N -5.52 -5.70 2.65 -0.26
C -7.12 -5.05 0.95 -0.93
H -5.74 -6.66 2.48 0.16
H -4.84 -5.48 3.35 0.13
H -6.79 -4.67 -0.02 0.24
H -8.07 -4.59 1.21 0.27
H -7.25 -6.12 0.87 0.36
O 5.31 -7.01 -1.66 -0.63
C 4.71 -5.97 -1.51 0.35
N 3.64 -5.66 -2.30 -0.27
C 5.08 -4.95 -0.46 -0.22
H 3.11 -4.81 -2.21 0.24
H 3.37 -6.33 -3.00 0.20
H 6.10 -4.61 -0.64 0.30
H 5.02 -5.41 0.52 0.32
H 4.42 -4.08 -0.49 -0.22
O 3.20 -9.47 2.47 -0.63
C 2.81 -8.72 1.60 0.57
N 3.65 -8.25 0.64 -0.23
C 1.38 -8.25 1.51 -0.70
H 3.37 -7.62 -0.09 0.16
H 4.62 -8.54 0.67 0.18
H 1.12 -7.72 2.43 0.14
H 0.73 -9.11 1.40 0.30
H 1.22 -7.58 0.67 0.24
O 1.86 5.98 2.77 -0.58
C 1.20 7.00 2.84 0.71
N 0.13 7.19 2.02 -0.20
C 1.50 8.11 3.81 -1.03
H -0.44 8.01 2.03 0.19
H -0.08 6.45 1.36 0.10
H 2.51 8.49 3.62 0.27
H 1.45 7.72 4.82 0.28
H 0.80 8.94 3.72 0.34
O -3.99 4.45 0.34 -0.56
C -4.60 5.50 0.44 0.69
N -4.31 6.57 -0.36 -0.34
C -5.73 5.70 1.42 -1.06
H -4.79 7.45 -0.31 0.18
H -3.56 6.46 -1.02 0.16
H -5.35 5.55 2.43 0.26
H -6.51 4.98 1.22 0.26
H -6.15 6.70 1.36 0.38
O -2.89 -7.35 3.38 -0.63
C -2.04 -6.66 3.91 0.66
N -1.14 -5.95 3.18 -0.31
C -1.91 -6.54 5.41 -0.92
H -0.43 -5.38 3.58 0.17
H -1.21 -6.02 2.17 0.18
H -1.73 -7.52 5.83 0.27
H -2.84 -6.14 5.82 0.24
H -1.09 -5.88 5.70 0.35
```

Entry from the Open Molecules 2025 dataset: C34H65BBeBrClF9LiMgN5O6S as an isolated structure at a distorted geometry (wB97M-V/def2-TZVPD).

Output
<S²>	1.76
LUMO energy (spin up / spin down)	-8.35 / -8.35	eV
energy	-180612.369	eV
2S+1	2
HOMO (spin up / spin down)	-11.092 / -10.430	eV
total charge	+2
strongest force on any atom	3.8	eV/Å

XYZ file:
```
126
Properties=species:S:1:pos:R:3:mulliken_charge:R:1
C 4.84 0.67 1.34 -0.85
C 4.32 1.87 2.23 -0.30
C 2.89 2.23 1.65 -0.02
C 2.34 3.58 2.26 -1.01
C 1.85 4.64 1.19 -0.48
C 0.33 4.99 1.44 -0.84
C -0.65 4.68 0.23 -0.83
C -0.28 3.43 -0.62 -0.75
C -0.11 2.11 0.20 0.60
C -1.42 1.22 0.23 -0.56
C -1.80 0.99 1.75 -0.92
C -2.57 -0.39 1.96 -0.76
C -1.48 -1.43 2.40 -0.69
C -1.87 -2.85 1.78 -0.44
C -2.63 -3.65 2.92 0.14
C -1.51 -4.42 3.75 -0.92
C -1.46 -5.95 3.41 -0.95
C -0.01 -6.37 2.89 -0.40
C -0.13 -7.67 2.09 0.70
C -1.02 -7.82 0.93 -0.61
C -0.94 -9.11 0.34 -0.42
N -0.21 -10.16 0.75 -0.24
N 0.59 -10.05 1.77 -0.26
C 0.61 -8.89 2.35 0.20
S 1.80 -8.74 3.76 1.06
O 2.59 -7.56 3.65 -0.43
O 1.06 -8.90 4.99 -0.67
C 3.01 -10.17 3.66 0.64
F 3.98 -9.83 4.54 -0.23
F 2.50 -11.34 4.10 -0.25
C 3.68 -10.29 2.23 0.65
F 3.43 -9.22 1.47 -0.13
F 5.00 -10.45 2.36 -0.24
F 3.22 -11.44 1.66 -0.28
H 4.95 1.02 0.29 0.22
H 5.83 0.24 1.74 0.04
H 4.07 -0.14 1.33 0.49
H 5.02 2.74 2.20 0.12
H 4.26 1.48 3.27 0.32
H 2.24 1.40 2.03 -0.15
H 2.89 2.19 0.54 0.30
H 1.54 3.30 2.98 0.39
H 3.14 4.05 2.88 0.56
H 2.42 5.57 1.41 0.50
H 2.10 4.36 0.14 0.16
H 0.26 6.09 1.62 0.45
H -0.10 4.51 2.34 0.36
H -1.66 4.49 0.68 0.28
H -0.77 5.59 -0.40 0.25
H 0.60 3.68 -1.24 0.04
H -1.12 3.24 -1.34 0.50
H 0.17 2.35 1.25 -0.41
H 0.66 1.49 -0.31 0.31
H -1.29 0.27 -0.33 0.33
H -2.25 1.78 -0.26 0.26
H -0.91 0.93 2.41 0.36
H -2.41 1.87 2.09 0.41
H -3.34 -0.22 2.76 0.35
H -3.08 -0.66 1.00 0.42
H -0.45 -1.13 2.10 0.40
H -1.50 -1.53 3.51 0.38
H -0.95 -3.41 1.47 0.31
H -2.49 -2.74 0.86 0.40
H -3.40 -4.36 2.50 -0.97
H -3.16 -2.93 3.58 0.61
H -1.83 -4.32 4.82 0.46
H -0.52 -3.92 3.64 0.60
H -1.64 -6.57 4.32 0.33
H -2.28 -6.23 2.70 0.38
H 0.61 -6.46 3.80 0.41
H 0.39 -5.57 2.22 0.29
H -1.65 -7.00 0.55 0.47
H -1.57 -9.28 -0.56 0.45
H -0.25 -11.05 0.25 0.30
O 5.31 2.68 -0.99 -0.65
H 5.76 1.94 -1.40 0.33
Mg 6.89 3.27 -0.34 1.25
Br 6.52 -1.63 2.08 -0.07
B 4.15 -6.16 1.13 0.59
F 3.40 -6.76 0.08 -0.45
F 3.24 -5.54 2.04 -0.39
F 4.89 -7.17 1.81 -0.37
F 5.02 -5.19 0.60 -0.36
Li -5.22 -4.40 1.63 0.94
C -7.53 -7.53 0.47 0.69
O -6.57 -6.84 0.11 -0.71
N -8.79 -7.03 0.58 -0.37
N -7.41 -8.84 0.79 -0.37
H -9.58 -7.57 0.87 0.18
H -8.92 -6.06 0.35 0.21
H -6.49 -9.24 0.73 0.21
H -8.18 -9.42 1.09 0.18
C 2.04 7.84 -3.97 -1.95
C 0.81 6.94 -4.24 2.00
C 0.63 6.79 -5.76 -1.31
C 0.10 8.06 -6.43 -0.69
C -1.18 8.54 -5.74 -0.85
C -1.05 8.68 -4.22 1.65
N -0.40 7.50 -3.58 0.55
O -1.30 6.54 -3.50 -0.57
C -0.25 9.96 -3.87 -1.34
C -2.46 8.95 -3.64 -2.58
C 1.21 5.58 -3.65 -2.13
H 2.97 7.29 -4.12 0.47
H 2.11 8.70 -4.63 0.38
H 2.04 8.20 -2.93 0.35
H -0.07 5.97 -5.97 0.38
H 1.57 6.51 -6.22 0.39
H 0.86 8.85 -6.42 0.31
H -0.11 7.85 -7.48 0.40
H -1.48 9.50 -6.18 0.19
H -1.98 7.83 -5.98 0.40
H -0.04 10.01 -2.80 0.37
H -0.82 10.86 -4.13 0.17
H 0.68 10.05 -4.42 0.24
H -3.17 8.18 -3.93 0.63
H -2.93 9.87 -3.99 0.86
H -2.44 9.01 -2.56 0.58
H 1.36 5.66 -2.57 0.49
H 2.14 5.23 -4.10 0.50
H 0.46 4.81 -3.84 0.37
O 0.16 0.73 -2.68 -0.60
H -0.51 1.34 -3.03 0.32
H -0.08 -0.12 -3.07 0.29
Cl -4.95 9.79 -3.87 -0.53
Be -2.88 11.20 -4.64 0.29
```